ORCA calculation (wB97M-V/def2-TZVPD) on C6H10OS as an isolated structure in a non-equilibrium geometry.

Geometry as XYZ:
```
18
Properties=species:S:1:pos:R:3:forces:R:3:mulliken_charge:R:1
S -0.333452 -0.385679 -2.385207 -0.3 0.6 1.5 -0.2305
O 0.904196 0.195347 1.365029 -0.2 -0.2 0.1 -0.4861
C -0.219741 1.072542 1.213372 0.6 -1.4 -2.8 -0.2672
C 0.950913 -1.918177 0.120103 0.6 -0.6 0.6 -1.3691
C -0.273183 0.264357 -0.617013 1.1 -1.1 -1.2 0.1845
C -0.014748 1.704567 -0.221428 0.1 0.5 1.0 -0.4938
C -1.290878 0.215024 0.522584 -0.4 -0.3 -0.2 -0.6128
C 0.964648 -0.439381 0.077736 -0.4 1.7 -1.3 -0.0685
H -1.554223 0.073580 -2.661834 -0.1 0.1 -0.1 0.1224
H -2.177646 0.792418 0.325508 -0.3 0.3 -0.2 0.3033
H -1.578368 -0.755423 0.867665 0.0 -0.6 0.6 0.2953
H 1.886190 -0.090489 -0.419188 -0.2 -0.1 0.0 0.3972
H 1.762317 -2.163356 0.803007 0.4 -0.5 -0.3 0.3641
H 0.096818 -2.279769 0.652480 -0.9 -0.3 0.0 0.2791
H -0.809592 2.425409 -0.449016 0.2 -0.3 -0.2 0.2770
H 1.043490 -2.421257 -0.861520 0.1 0.4 0.6 0.3868
H -0.333649 1.625101 2.066568 -0.6 1.4 2.1 0.6125
H 0.976906 2.085185 -0.398847 0.3 0.3 -0.2 0.3059
```
Positions in Å, forces in eV/Å.

Properties
electronic energy = -707.98433 hartree
E_LUMO = 0.787 eV
HOMO = -9.22 eV
gap between HOMO and LUMO = 0.3677 hartree
strongest force on any atom = 3.159 eV/Å